Record 1
{"formula": "C6H11N", "method": "ωB97M-V with the def2-TZVPD basis set", "homo_lumo_gap_ev": 7.6, "fmax_ev_per_a": 3.9, "e_lumo_ev": 0.52, "e_above_lowest_kj_mol": 491.0, "molar_mass_g_mol": 97.16, "homo_energy_ev": -7.0, "smiles": "C=C(/C=C/C)NC", "total_energy_ha": -289.78468, "symbols": ["C", "C", "C", "C", "C", "N", "C", "H", "H", "H", "H", "H", "H", "H", "H", "H", "H", "H"], "xyz": [[-0.616, -0.643, -2.170], [-0.050, -0.379, -0.985], [-0.086, 0.951, -0.375], [-1.038, 1.094, 0.676], [-0.425, 1.747, 1.881], [0.443, -1.494, -0.196], [1.556, -1.213, 0.693], [-0.705, 0.026, -3.033], [-1.241, -1.470, -2.211], [0.194, 1.947, -0.738], [-2.085, 0.793, 0.577], [-1.068, 2.627, 1.930], [0.601, 2.038, 1.800], [-0.638, 1.057, 2.759], [0.331, -2.358, -0.795], [2.448, -1.012, 0.062], [1.210, -0.404, 1.340], [1.811, -2.128, 1.365]], "nbo_charge": [-0.52, 0.17, -0.30, -0.14, -0.67, -0.64, -0.41, 0.21, 0.19, 0.24, 0.21, 0.21, 0.22, 0.24, 0.39, 0.18, 0.21, 0.20]}

=====

Record 2
{"formula": "C6H11N", "method": "ωB97M-V with the def2-TZVPD basis set", "homo_lumo_gap_ev": 8.4, "fmax_ev_per_a": 5.3, "e_lumo_ev": 0.57, "e_above_lowest_kj_mol": 400.6, "molar_mass_g_mol": 97.16, "homo_energy_ev": -7.8, "smiles": "C/C=C(N)/C=C/C", "total_energy_ha": -289.81909, "symbols": ["C", "C", "C", "N", "C", "C", "C", "H", "H", "H", "H", "H", "H", "H", "H", "H", "H", "H"], "xyz": [[2.745, 0.371, -0.192], [1.294, -0.028, -0.343], [0.357, 0.402, 0.520], [0.524, 1.660, 1.326], [-1.067, 0.256, -0.091], [-1.411, -0.907, -0.778], [-2.697, -1.759, -0.514], [3.326, -0.310, -0.891], [3.047, 0.588, 0.825], [2.996, 1.281, -0.815], [0.955, -0.908, -0.840], [0.961, 2.503, 0.825], [1.143, 1.473, 2.113], [-1.740, 1.036, 0.269], [-0.787, -1.634, -1.282], [-3.494, -1.814, -1.221], [-3.043, -1.050, 0.241], [-2.356, -2.795, -0.127]], "nbo_charge": [-0.68, -0.15, 0.11, -0.89, -0.22, -0.20, -0.65, 0.23, 0.23, 0.22, 0.21, 0.37, 0.36, 0.22, 0.18, 0.21, 0.22, 0.22]}

=====

Record 3
{"formula": "C6H11N", "method": "ωB97M-V with the def2-TZVPD basis set", "homo_lumo_gap_ev": [5.0, 4.9], "fmax_ev_per_a": 8.4, "e_lumo_ev": [-7.31, -7.43], "e_above_lowest_kj_mol": 948.5, "molar_mass_g_mol": 97.16, "homo_energy_ev": [-12.3, -12.3], "charge": 1, "multiplicity": 2, "total_energy_ha": -289.30732, "symbols": ["C", "N", "C", "C", "C", "C", "C", "H", "H", "H", "H", "H", "H", "H", "H", "H", "H", "H"], "xyz": [[-2.580, 0.979, 0.228], [-2.074, -0.217, 0.904], [-0.511, -0.501, -0.125], [2.343, -0.934, -0.762], [3.077, -0.676, 0.510], [1.790, 0.299, -0.087], [0.314, 0.575, -0.377], [-1.855, 1.790, 0.423], [-2.732, 0.686, -0.872], [-3.536, 1.406, 0.629], [-2.699, -0.433, 1.615], [-0.146, -1.070, 0.769], [-1.180, -1.084, -0.775], [2.731, -0.585, -1.749], [1.605, -1.605, -0.916], [3.081, -1.448, 1.235], [2.378, 1.231, -0.140], [-0.006, 1.587, -0.509]], "nbo_charge": [-0.44, -0.67, -0.38, -0.46, 0.22, -0.36, 0.19, 0.16, 0.18, 0.24, 0.43, 0.28, 0.34, 0.27, 0.25, 0.22, 0.27, 0.26]}

=====

Record 4
{"formula": "C6H11N2", "method": "ωB97M-V with the def2-TZVPD basis set", "homo_lumo_gap_ev": 5.8, "fmax_ev_per_a": 6.6, "e_lumo_ev": -9.01, "e_above_lowest_kj_mol": 869.8, "molar_mass_g_mol": 111.17, "homo_energy_ev": -14.8, "charge": 1, "total_energy_ha": -344.18387, "symbols": ["C", "C", "C", "C", "C", "N", "C", "N", "H", "H", "H", "H", "H", "H", "H", "H", "H", "H", "H"], "xyz": [[-1.405, 1.346, -1.599], [0.010, 1.331, -1.118], [0.153, 1.117, 0.402], [-0.071, -0.277, 0.872], [-1.348, -0.629, 0.592], [1.830, -2.242, -0.099], [1.478, -2.168, 1.128], [0.814, -0.986, 1.747], [-1.437, 1.069, -2.664], [-1.995, 0.763, -0.857], [-2.053, 2.341, -1.578], [0.798, 2.057, -1.510], [0.628, 0.413, -1.459], [-0.371, 1.891, 0.948], [1.210, 1.531, 0.640], [-1.573, -1.700, 0.830], [1.300, -1.512, -0.571], [1.758, -3.017, 1.760], [0.274, -1.328, 2.534]], "nbo_charge": [-0.56, -0.42, -0.52, 0.10, 0.22, -0.52, 0.23, -0.55, 0.26, 0.20, 0.28, 0.28, 0.21, 0.26, 0.28, 0.27, 0.31, 0.23, 0.42]}

=====

Record 5
{"formula": "C6H11N2", "method": "ωB97M-V with the def2-TZVPD basis set", "homo_lumo_gap_ev": 8.6, "fmax_ev_per_a": 3.7, "e_lumo_ev": -4.60, "e_above_lowest_kj_mol": 302.7, "molar_mass_g_mol": 111.17, "homo_energy_ev": -13.2, "charge": 1, "smiles": "C[N+]1=C[C@@H]2CNC[C@@H]21", "total_energy_ha": -344.39985, "symbols": ["C", "N", "C", "C", "C", "N", "C", "C", "H", "H", "H", "H", "H", "H", "H", "H", "H", "H", "H"], "xyz": [[2.471, 0.544, -0.398], [1.266, -0.122, 0.070], [0.823, -1.312, -0.168], [-0.500, -1.161, 0.492], [-1.771, -0.882, -0.286], [-1.533, 0.545, -0.736], [-0.937, 1.348, 0.281], [0.047, 0.318, 0.846], [2.728, 1.448, 0.173], [3.107, -0.368, -0.158], [2.434, 0.718, -1.484], [1.106, -2.141, -0.831], [-0.714, -1.776, 1.305], [-1.766, -1.487, -1.089], [-2.696, -1.009, 0.259], [-2.409, 1.053, -1.055], [-1.502, 1.729, 1.094], [-0.418, 2.092, -0.266], [0.264, 0.464, 1.952]], "nbo_charge": [-0.44, -0.21, 0.28, -0.30, -0.21, -0.63, -0.25, -0.01, 0.26, 0.24, 0.26, 0.25, 0.26, 0.21, 0.21, 0.39, 0.21, 0.23, 0.24]}

=====

Record 6
{"formula": "C6H11N2", "method": "ωB97M-V with the def2-TZVPD basis set", "homo_lumo_gap_ev": 8.5, "fmax_ev_per_a": 4.9, "e_lumo_ev": -5.82, "e_above_lowest_kj_mol": 504.1, "molar_mass_g_mol": 111.17, "homo_energy_ev": -14.4, "charge": 1, "smiles": "C=[N+]=NC(=C)CCC", "total_energy_ha": -344.32313, "symbols": ["C", "N", "N", "C", "C", "C", "C", "C", "H", "H", "H", "H", "H", "H", "H", "H", "H", "H", "H"], "xyz": [[3.200, -1.375, -0.036], [2.557, -0.358, -0.183], [2.045, 0.668, -0.057], [0.708, 1.091, -0.056], [0.521, 2.426, -0.158], [-0.213, -0.046, 0.342], [-1.718, 0.178, 0.169], [-2.579, -1.050, -0.164], [3.951, -1.842, -0.758], [3.030, -1.962, 0.845], [1.287, 3.199, -0.237], [-0.398, 2.943, -0.189], [-0.046, -0.379, 1.324], [-0.010, -0.873, -0.355], [-1.980, 0.830, -0.586], [-2.092, 0.673, 1.131], [-2.553, -1.832, 0.530], [-2.151, -1.586, -1.081], [-3.560, -0.706, -0.479]], "nbo_charge": [-0.13, 0.10, 0.07, 0.07, -0.21, -0.46, -0.39, -0.60, 0.28, 0.26, 0.24, 0.23, 0.24, 0.22, 0.21, 0.21, 0.21, 0.20, 0.24]}